(1)
An isolated ion of composition C25H50Br2ClFN3O3S and charge +1, computed with wB97M-V/def2-TZVPD.

Last column: Löwdin charge in e.
CARTESIAN COORDINATES (ANGSTROEM)
C 3.8206 2.8276 2.5791  -0.094
C 4.5048 1.4495 2.4888  -0.240
C 4.0690 0.6012 1.2819  -0.176
C 3.0543 -0.5043 1.6177  -0.194
N 1.9795 -0.5194 0.6298  -0.031
C 1.1626 -1.6831 0.4834  -0.247
C 0.0997 -1.9906 1.5678  -0.264
N 0.6215 -1.9316 2.9213  -0.021
C 1.4012 -3.1227 3.2905  -0.250
C 0.5710 -4.2799 3.8498  -0.075
C -1.0077 -0.9739 1.2768  -0.128
C -0.7882 0.3035 2.1331  -0.099
C -1.4286 1.7131 1.9991  -0.159
C -0.4179 2.8777 2.0314  -0.140
C 0.0183 3.5051 0.7107  -0.263
O 0.0463 4.9002 0.8833  -0.185
C 0.4582 5.6226 -0.2658  -0.086
N -1.0335 -1.0082 -0.2908  0.071
C -1.7188 0.2334 -0.8096  -0.161
C -2.2086 0.1989 -2.2337  -0.186
C -2.9064 1.5189 -2.5851  -0.205
C -4.3356 1.5572 -2.0524  -0.294
S -5.0432 3.1702 -1.8705  0.337
O -6.3049 3.0456 -1.2274  -0.313
O -4.8491 3.8789 -3.0907  -0.308
Cl -3.7763 3.9954 -0.5023  0.431
C 0.3009 -1.6605 -0.8303  -0.229
C 0.0792 -3.1888 -1.1227  -0.063
C -1.2083 -3.7731 -1.6903  -0.300
C -1.7354 -3.3104 -3.0254  -0.014
F -2.2097 -3.5099 -0.7008  -0.048
C 1.1570 -1.0288 -1.9923  -0.621
Br 1.1696 0.9082 -2.1153  0.889
C 1.1541 -1.6174 -3.4317  -0.750
C 0.3801 -0.9935 -4.5805  -0.181
Br 3.0480 -1.6142 -3.9856  0.757
H 4.5453 3.6224 2.7506  0.071
H 3.0981 2.8795 3.3952  0.065
H 3.2896 3.0744 1.6565  0.053
H 5.5845 1.5889 2.4526  0.101
H 4.3035 0.8943 3.4075  0.099
H 4.9397 0.1709 0.7859  0.109
H 3.6013 1.2478 0.5331  0.093
H 2.6712 -0.3542 2.6327  0.103
H 3.5179 -1.4946 1.5969  0.123
H 1.4867 0.3603 0.5977  0.074
H 1.8643 -2.5200 0.4021  0.155
H -0.3425 -2.9728 1.3692  0.135
H -0.1572 -1.8531 3.5668  0.110
H 2.1677 -2.8228 4.0064  0.114
H 1.9424 -3.4568 2.4026  0.105
H 1.1619 -4.8852 4.5354  0.077
H 0.1895 -4.9396 3.0693  0.069
H -0.2864 -3.9049 4.4138  0.075
H -1.9811 -1.3937 1.5351  0.162
H 0.2757 0.4261 2.3075  0.093
H -1.1488 -0.0926 3.0852  0.120
H -2.1058 1.8188 1.1582  0.067
H -2.0624 1.8510 2.8742  0.114
H 0.4743 2.5652 2.5815  0.105
H -0.8530 3.6906 2.6129  0.123
H 1.0169 3.1532 0.4187  0.101
H -0.6770 3.2515 -0.1048  0.090
H 1.4102 6.1182 -0.0660  0.091
H 0.5824 4.9680 -1.1340  0.082
H -0.2926 6.3765 -0.5047  0.091
H -1.7313 -1.7357 -0.4683  0.131
H -1.0784 1.0835 -0.6321  0.061
H -2.5694 0.3193 -0.1316  0.128
H -2.9095 -0.6271 -2.3753  0.126
H -1.3632 0.0800 -2.9028  0.057
H -2.9336 1.6361 -3.6672  0.129
H -2.3230 2.3576 -2.1995  0.092
H -5.0276 1.1149 -2.7777  0.122
H -4.4836 1.0350 -1.1075  0.103
H 0.1947 -3.7098 -0.1794  0.110
H 0.9169 -3.5412 -1.7246  0.137
H -1.0780 -4.8547 -1.7246  0.153
H -1.3205 -3.9316 -3.8203  0.106
H -1.4929 -2.2805 -3.2441  0.030
H -2.8163 -3.4449 -3.0484  0.102
H 2.1510 -1.2336 -1.6077  0.042
H 0.9418 -2.6813 -3.3854  0.057
H 0.7045 -1.4578 -5.5091  0.076
H 0.5692 0.0752 -4.6599  0.052
H -0.6909 -1.1679 -4.5141  0.055

E, hartree: -7478.52153
Gap between HOMO and LUMO, hartree: 0.339
Highest occupied orbital energy, eV: -11.5
Total charge: +1
SMILES: CCCCN[C@H]1[C@@H](NCC)[C@@H](CCCCOC)[N@@H+](CCCCS(=O)(=O)Cl)[C@@]1(C[C@H](C)F)[C@H](Br)[C@@H](C)Br

=====

(2)
C16H20N5OPdS as an isolated structure, computed with wB97M-V/def2-TZVPD.

Last column: natural (NBO) charge in e.
CARTESIAN COORDINATES (ANGSTROEM)
Pd 0.5466 0.4137 -1.1923  0.631
C -3.7585 0.2952 -1.6795  -0.256
C -4.1292 1.5400 -1.1907  -0.129
C -3.1575 2.4079 -0.7290  -0.227
C -1.8225 2.0214 -0.7539  0.210
N -1.4778 0.8029 -1.2294  -0.480
C -2.4178 -0.0300 -1.6816  0.044
C -0.6801 2.8174 -0.2979  -0.099
C -0.7793 4.0826 0.2736  -0.181
C 0.3623 4.7426 0.6938  -0.217
C 1.6027 4.1379 0.5465  -0.171
C 1.7206 2.8778 -0.0277  -0.262
C 0.5805 2.2199 -0.4583  -0.011
H -4.4866 -0.4087 -2.0544  0.242
H -5.1705 1.8326 -1.1754  0.237
H -3.4278 3.3844 -0.3554  0.235
H -2.0680 -0.9841 -2.0575  0.214
H -1.7454 4.5547 0.3970  0.214
H 0.2872 5.7263 1.1360  0.228
H 2.4955 4.6532 0.8764  0.227
H 2.6939 2.4227 -0.1414  0.237
S 2.7655 0.2363 -2.0657  -0.191
C 2.7523 -1.4468 -1.8550  0.321
N 2.7505 -2.0920 -0.6891  -0.566
C 2.4237 -3.5049 -0.8852  -0.230
C 2.8043 -3.7005 -2.3602  -0.231
N 2.6705 -2.3302 -2.8589  -0.570
H 2.4383 -1.5995 0.1394  0.455
H 1.3569 -3.6633 -0.7087  0.207
H 2.9983 -4.1433 -0.2196  0.225
H 2.1340 -4.3771 -2.8836  0.225
H 3.8313 -4.0551 -2.4672  0.209
H 2.8931 -2.0426 -3.7980  0.432
C -0.6227 -1.9313 4.2148  -0.429
N 0.1861 -1.8194 3.0175  -0.609
C -0.2447 -1.3631 1.8223  0.798
N -1.5554 -1.0174 1.7333  -0.830
O 0.5126 -1.2808 0.8433  -0.765
H -0.0308 -2.4081 4.9906  0.233
H -1.5001 -2.5557 4.0390  0.206
H -0.9389 -0.9543 4.5885  0.199
H 1.1700 -2.0168 3.0620  0.411
H -2.1259 -0.8978 2.5506  0.403
H -1.8374 -0.5468 0.8911  0.409

E, hartree: -1496.65486
Gap between HOMO and LUMO, hartree: 0.304
Highest occupied orbital energy, eV: -11.3
Total charge: +1

=====

(3)
C23H17AsN6OOsS3 as an isolated structure in a non-equilibrium geometry, computed with wB97M-V/def2-TZVPD.

Last column: Mulliken spin population.
CARTESIAN COORDINATES (ANGSTROEM)
Os 0.4358 -0.4021 -0.1041  2.550
S -0.9649 -2.0847 0.0795  0.492
C -2.3679 -1.1805 0.6418  0.074
C -3.5329 -1.9937 0.7810  0.017
C -4.7229 -1.3842 1.1790  0.008
C -5.9122 -2.1672 1.2926  -0.002
N -6.8531 -2.8634 1.4074  0.002
C -4.7413 0.0366 1.3833  0.046
C -3.5876 0.8246 1.2012  -0.047
C -2.3921 0.2719 0.8371  0.064
S -0.9040 1.2312 0.6846  0.554
C -5.8014 0.6772 2.0347  -0.011
N -6.5609 1.4843 2.4428  0.029
H -3.4588 -3.1135 0.5894  -0.008
H -3.6474 1.8896 1.5040  -0.003
S 6.8438 0.8247 3.3996  0.000
N 5.4976 0.1259 3.8811  -0.004
C 4.7415 -0.1498 2.7809  0.002
C 3.4275 -0.6870 2.8367  -0.020
C 2.7704 -1.2504 3.9804  0.057
C 1.4101 -1.5244 3.8410  -0.018
C 0.7378 -1.1041 2.7296  0.051
N 1.3548 -0.5189 1.6525  -0.029
C 2.7179 -0.3910 1.6558  0.082
C 3.2736 0.0614 0.4484  -0.067
N 2.3992 0.1172 -0.5885  0.011
C 2.8742 0.6038 -1.7820  0.072
C 4.2272 1.0529 -1.9512  -0.020
C 5.1111 1.0918 -0.8803  0.051
C 4.6203 0.4891 0.3215  -0.004
C 5.3582 0.3334 1.5534  0.000
N 6.6005 0.8928 1.7258  -0.004
H 3.3212 -1.2661 4.9171  0.000
H 0.7107 -1.9244 4.5565  0.002
H -0.3292 -1.2116 2.6760  0.021
H 2.2407 0.5755 -2.6766  0.008
H 4.3828 1.4965 -2.9430  0.001
H 6.1003 1.4460 -0.8865  0.000
C -0.6673 0.8965 -4.7984  0.000
As -1.4822 0.4390 -3.0258  0.013
C -2.1627 2.1231 -2.3422  0.017
C -2.9416 -0.9418 -3.1609  0.011
O -0.0106 0.0300 -2.0658  0.011
H -0.1982 0.0746 -5.3500  0.000
H 0.0737 1.6459 -4.4850  0.000
H -1.3481 1.3809 -5.5882  0.000
H -3.2196 2.0124 -1.9652  0.000
H -2.2940 2.7863 -3.2200  0.001
H -1.5120 2.6004 -1.6092  -0.007
H -2.4512 -1.9137 -3.1862  -0.002
H -3.5683 -0.6881 -4.0794  0.001
H -3.5986 -0.7551 -2.3265  -0.002

E, hartree: -4810.81443
Gap between HOMO and LUMO (spin up / spin down), hartree: 0.248 / 0.226
Highest occupied orbital energy (spin up / spin down), eV: -13.7 / -14.6
2S+1: 5
Total charge: +2
⟨S²⟩: 6.03

=====

(4)
C10H10FN3O4 in the gas phase in a non-equilibrium geometry, computed with wB97M-V/def2-TZVPD.

Last column: natural (NBO) charge in e.
CARTESIAN COORDINATES (ANGSTROEM)
C 2.9155 -0.1869 -0.6487  -0.643
C 1.5496 -0.6267 -0.7764  0.038
C 0.9242 -0.8516 -1.9274  -0.203
C -0.5728 -1.3015 -2.0239  -0.169
C -0.6861 -2.6412 -2.6471  0.271
N -0.6635 -3.8243 -2.8071  -0.279
N -1.1778 -1.2074 -0.6850  -0.425
C -0.3752 -1.8040 0.4088  -0.233
C 0.7182 -0.7789 0.5220  -0.108
N -0.2321 0.3774 0.4279  -0.161
O 0.0789 1.7553 1.0292  -0.371
C -0.5858 1.9820 2.3007  0.365
F -0.5037 0.7212 2.9812  -0.343
C -1.9671 2.6560 2.2172  0.712
O -2.6546 2.7537 3.1987  -0.542
O -2.3076 3.2140 1.0697  -0.657
C -1.3074 0.0983 -0.3587  0.749
O -1.8522 1.0318 -1.0085  -0.640
H 3.4348 -0.3285 -1.6355  0.225
H 3.3804 -0.8022 0.0850  0.222
H 2.9720 0.8578 -0.4210  0.236
H 1.4977 -0.6797 -2.8562  0.223
H -1.0931 -0.6376 -2.6415  0.274
H 0.0214 -2.8205 0.2455  0.239
H -0.9504 -1.8763 1.3922  0.240
H 1.3466 -0.7593 1.4310  0.245
H -0.0825 2.8481 2.8459  0.204
H -1.8272 2.8309 0.2823  0.531

E, hartree: -952.01067
Gap between HOMO and LUMO, hartree: 0.382
Highest occupied orbital energy, eV: -10.0
SMILES: CC1=C[C@@H](C#N)N2C[C@@H]1N(O[C@H](F)C(=O)O)C2=O

=====

(5)
C35H33ClGaN4Si2 as an isolated structure in a non-equilibrium geometry, computed with wB97M-V/def2-TZVPD.

Last column: Löwdin charge in e.
CARTESIAN COORDINATES (ANGSTROEM)
C -1.2843 -0.4590 1.9120  -0.186
C -2.1354 0.1501 0.9454  -0.184
C -2.1514 -0.6752 -0.2237  -0.195
H -2.7519 1.0482 1.1143  0.101
C -1.2923 -1.8101 0.0274  -0.189
C -0.7733 -1.6685 1.3595  -0.189
H -0.1820 -2.4219 1.9039  0.100
H -1.1377 -0.1149 2.9478  0.098
H -2.8356 -0.5773 -1.0760  0.102
H -1.2399 -2.7125 -0.5872  0.098
Ga 0.4369 0.0922 -0.5736  0.717
Si 3.0102 0.3892 -8.1464  0.717
C 2.2400 1.9036 -8.9368  -0.341
C 2.7230 2.6457 -10.0340  -0.086
H 3.6487 2.3491 -10.5323  0.104
C 2.0159 3.7672 -10.4905  -0.083
H 2.3959 4.3548 -11.3282  0.105
C 0.8211 4.1546 -9.8788  -0.084
H 0.2752 5.0355 -10.2230  0.106
C 0.3250 3.4047 -8.8088  -0.092
H -0.6101 3.6805 -8.3216  0.087
C 1.0242 2.2873 -8.3477  -0.134
H 0.6181 1.7012 -7.5177  0.085
C 2.2892 -1.1458 -8.9273  -0.328
C 1.1622 -1.1050 -9.7701  -0.094
H 0.7596 -0.1486 -10.1093  0.099
C 0.5255 -2.2874 -10.1633  -0.088
H -0.3911 -2.2390 -10.7504  0.103
C 1.0439 -3.5304 -9.7922  -0.089
H 0.5258 -4.4522 -10.0664  0.104
C 2.2380 -3.5786 -9.0662  -0.092
H 2.6651 -4.5454 -8.7983  0.102
C 2.8739 -2.3998 -8.6652  -0.115
H 3.8213 -2.4447 -8.1256  0.098
H 3.0342 0.3502 -6.6375  -0.058
Si 0.4243 0.2531 -3.0600  0.231
C -0.3463 -1.3664 -3.6312  -0.330
C -1.5028 -1.4201 -4.4300  -0.078
H -2.0266 -0.5025 -4.6893  0.101
C -2.0284 -2.6474 -4.8603  -0.068
H -2.8956 -2.6673 -5.5225  0.110
C -1.4413 -3.8490 -4.4656  -0.071
H -1.8182 -4.8055 -4.8315  0.111
C -0.3503 -3.8127 -3.5949  -0.079
H 0.1096 -4.7442 -3.2549  0.109
C 0.1741 -2.5884 -3.1643  -0.134
H 0.9811 -2.5772 -2.4292  0.091
C -0.7878 1.6308 -3.4964  -0.328
C -1.9935 1.9279 -2.8218  -0.105
H -2.2377 1.4294 -1.8836  0.072
C -2.8861 2.8801 -3.3281  -0.078
H -3.8239 3.0871 -2.8048  0.110
C -2.5981 3.5694 -4.5049  -0.070
H -3.3112 4.2821 -4.9221  0.111
C -1.3736 3.3463 -5.1415  -0.065
H -1.1079 3.9089 -6.0399  0.095
C -0.4774 2.4008 -4.6315  -0.112
H 0.4925 2.2861 -5.1190  0.071
H 4.4479 0.4826 -8.5332  -0.026
Cl 2.3053 0.4953 -3.8649  0.340
N 1.3921 3.1214 1.9674  0.144
C 0.3897 3.9296 1.4511  -0.024
C -0.2605 3.2011 0.5108  -0.038
N 0.3387 1.9465 0.4326  0.069
C 1.3229 1.9192 1.3481  -0.237
C 2.1025 0.7367 1.5411  -0.218
N 1.8608 -0.3686 0.8090  0.048
C 2.7209 -1.3631 1.2675  -0.046
C 3.5085 -0.8451 2.2368  -0.019
N 3.1277 0.4903 2.4068  0.153
H 2.0975 3.3991 2.6509  0.180
H 0.2311 4.9333 1.7932  0.130
H -1.0921 3.4723 -0.1120  0.125
H 2.6967 -2.3570 0.8610  0.132
H 4.2934 -1.2892 2.8140  0.128
H 3.5655 1.1655 3.0133  0.169

E, hartree: -4536.34733
Gap between HOMO and LUMO, hartree: 0.230
Highest occupied orbital energy, eV: -10.0
Total charge: +1

=====

(6)
A 3-piece molecular cluster, C7H15NO overall, computed with wB97M-V/def2-TZVPD.

Last column: natural (NBO) charge in e.
CARTESIAN COORDINATES (ANGSTROEM)
C 0.2309 0.4396 -0.3154  0.180
C 2.3154 -0.2569 0.2385  -0.100
C 0.2210 0.0768 -1.7790  -0.656
C 0.3749 1.8941 0.0523  -0.647
C -2.7811 -0.6793 -0.4236  -0.411
N -1.8353 0.1535 0.2748  -0.902
C 0.1610 -0.5239 0.6467  0.234
C 0.1386 -1.4832 1.5323  -0.468
O 2.8116 0.4369 1.3349  -0.710
H 2.4786 0.0312 2.1439  0.473
H -2.2828 0.8642 0.8484  0.337
H 2.5020 -1.3332 0.2454  0.157
H 2.6827 0.2138 -0.6676  0.172
H 1.0704 0.5357 -2.2924  0.218
H 0.0510 2.0737 1.0751  0.232
H 0.2583 -1.0007 -1.9295  0.227
H -0.6955 0.4615 -2.2248  0.251
H -0.2387 2.4893 -0.6224  0.235
H 1.4148 2.2171 -0.0384  0.229
H -3.4358 -1.2712 0.2407  0.161
H -3.4462 -0.1296 -1.1137  0.160
H -2.2370 -1.4096 -1.0361  0.166
H -0.7975 -1.7851 1.9793  0.253
H 1.0387 -2.0147 1.8305  0.212

E, hartree: -405.45839
Gap between HOMO and LUMO, hartree: 0.282
Highest occupied orbital energy, eV: -6.9